Entry 1:
Computed, not measured: the molecule C5H8O2 in a non-equilibrium geometry, with ωB97M-V/def2-TZVPD.

```
15
Properties=species:S:1:pos:R:3
C 1.7261 0.1996 -1.2575
C 0.9770 -0.3125 -0.0163
O 1.6592 -1.0016 0.7165
C -0.4414 -0.3221 0.5801
O -0.6998 -1.2491 1.5934
C -1.6338 -0.0763 -0.2599
C -1.1549 0.9769 0.7061
H 2.6798 -0.3445 -1.3311
H 1.1295 -0.0038 -2.1351
H 2.0312 1.2451 -1.2593
H 0.1039 -1.5207 2.0565
H -2.5276 -0.6348 0.0001
H -1.4632 0.0732 -1.3153
H -0.6527 1.8487 0.3118
H -1.7337 1.1221 1.6100
```

Summary:
Structure (SMILES): CC(=O)C1(O)CC1
Orbital gap in eV: 10.586
LUMO energy in eV: 0.95
HOMO energy in eV: -9.6
ΔE to the lowest compared entry with this formula, charge and spin in eV: 1.788

Atom charges from the natural (NBO) analysis, given in e for atoms 1 to 4: atom 1 (C): -0.703, atom 2 (C): 0.556, atom 3 (O): -0.572, atom 4 (C): 0.157


Entry 2:
Computed, not measured: the molecule C2H2F2OS in a non-equilibrium geometry, with ωB97M-V/def2-TZVPD.

```
8
Properties=species:S:1:pos:R:3
C 0.4521 0.1401 -0.2497
C -0.9675 0.0107 0.3618
O 2.8416 -0.4195 -0.4936
F -1.4911 -1.2489 0.2931
F -1.7967 0.7414 -0.4139
S 1.7406 -0.4360 0.5097
H 0.2923 0.6753 -1.3777
H -1.0712 0.5371 1.3703
```

Summary:
Orbital gap in eV: 9.307
LUMO energy in eV: -0.91
HOMO energy in eV: -10.2
ΔE to the lowest compared entry with this formula, charge and spin in eV: 1.933

Atom charges from the natural (NBO) analysis, given in e for atoms 1 to 4: atom 1 (C): -0.619, atom 2 (C): 0.521, atom 3 (O): -0.878, atom 4 (F): -0.332


Entry 3:
Computed, not measured: a cluster of 2 separate species, C4H5BrO in total in a non-equilibrium geometry, with ωB97M-V/def2-TZVPD.

```
11
Properties=species:S:1:pos:R:3
C 0.2822 -0.6164 0.0691
C 1.5440 -0.6557 0.0459
C 0.8539 -1.9758 0.5061
C -1.6597 1.2948 -0.5436
O -1.7543 2.0169 0.4732
Br 3.1874 0.1174 -0.1677
H 0.9935 -2.2130 1.5617
H 0.8726 -2.7567 -0.2375
H -2.5529 0.9735 -0.9897
H -0.8566 1.2195 -1.2945
H -0.9100 2.5956 0.5770
```

Summary:
Orbital gap (spin up / spin down) in eV: 6.416 / 8.326
LUMO energy (spin up / spin down) in eV: -0.85 / 0.23
HOMO energy (spin up / spin down) in eV: -7.3 / -8.1
ΔE to the lowest compared entry with this formula, charge and spin in eV: 6.387

Atom charges from the natural (NBO) analysis, given in e for atoms 1 to 4: atom 1 (C): -0.120, atom 2 (C): -0.292, atom 3 (C): -0.426, atom 4 (C): 0.110


Entry 4:
Computed, not measured: a structure of composition C11H14BCdN7O in a non-equilibrium geometry, with ωB97M-V/def2-TZVPD.

```
35
Properties=species:S:1:pos:R:3
H -0.0370 2.9295 1.0744
N -0.2120 1.7866 -0.7068
B 0.5128 0.6544 -2.9844
N 0.3472 1.8802 -1.9858
C 0.9029 3.0839 -2.0894
Cd -1.2205 -0.6839 -0.1219
H 1.2665 3.3998 -3.0462
C 0.7368 3.7908 -0.8781
H 0.9518 4.8340 -0.7486
C 0.1732 2.8778 0.0031
H 0.9701 0.9656 -4.0623
C -1.0282 -2.7143 0.3633
H -1.1391 -2.8400 1.4438
H 0.0208 -2.8937 0.0410
H -1.7291 -3.2736 -0.2661
N -0.8899 0.0314 -3.1066
N 1.4979 -0.4229 -2.4017
N -1.6790 -0.3977 -1.9781
N 1.1953 -0.9472 -1.1759
C -1.5998 -0.1469 -4.2292
C 2.6801 -0.9192 -2.8567
H -1.1892 0.1088 -5.2011
H 3.0963 -0.5809 -3.7932
C -2.8286 -0.7164 -3.9169
C 3.1492 -1.8449 -1.9147
C -2.8163 -0.8838 -2.5147
C 2.1773 -1.8278 -0.8867
H -3.6051 -0.9611 -4.6258
H 4.0562 -2.4175 -1.9480
H -3.6424 -1.2851 -1.9472
H 2.1550 -2.4108 0.0239
H -1.1932 1.4257 -0.6866
O 0.5591 0.2960 3.5470
C -0.3674 0.1207 2.8175
N -1.2719 -0.0173 2.0149
```

Summary:
Orbital gap in eV: 6.129
LUMO energy in eV: -0.79
HOMO energy in eV: -6.9

Atom charges from the natural (NBO) analysis, given in e for atoms 1 to 4: atom 1 (H): 0.272, atom 2 (N): -0.364, atom 3 (B): 0.555, atom 4 (N): -0.271